Record 1
32
Properties=species:S:1:pos:R:3:forces:R:3:lowdin_charge:R:1 method="wB97M-V/def2-TZVPD" orbital_gap_ev="4.61 / 3.33" e_homo_ev="-1.84 / -0.99" energy_ha=-1050.05583 total_charge=-1
C -2.98557 -1.35670 0.89056 1.0 -4.2 -0.1 -0.068
C -1.61167 -1.47328 0.75879 -3.2 -1.3 -1.0 -0.056
C -3.31936 -0.01954 1.27212 -0.1 2.5 1.6 -0.115
C -1.04787 -0.21809 0.87054 1.3 1.6 1.8 -0.241
C -0.25805 -1.61706 -2.36557 1.3 -1.1 -4.7 -0.179
C 3.64875 0.02806 0.67359 -0.9 -0.9 1.3 -0.093
C -0.24600 1.65383 -1.83488 2.2 0.6 0.5 -0.067
C 2.71829 -1.21645 0.39860 1.2 1.6 -0.6 -0.276
C 0.19111 2.33139 -0.45751 -1.1 -0.4 -1.8 -0.274
N -1.98640 0.60340 1.26203 0.1 3.2 -0.3 -0.213
O -1.81736 1.88461 1.45734 -0.9 -1.4 0.7 -0.125
O 1.23989 0.17492 2.54339 -0.6 0.3 0.8 -0.251
O 1.35815 -0.92186 0.25824 -1.5 0.8 1.2 -0.237
O 1.02246 1.56020 0.37637 0.3 -1.4 1.4 -0.204
P 0.66912 0.21854 1.19925 1.6 -0.3 -3.1 0.593
H -3.62920 -2.28845 0.83980 0.6 1.7 0.0 0.120
H -1.11122 -2.31072 0.35544 0.5 -0.8 0.0 0.098
H -3.92624 0.60082 0.61779 -0.1 -0.2 -0.5 0.138
H -3.74233 0.24687 2.29855 0.5 -0.9 -1.0 0.164
H -0.83974 -1.70652 -3.36962 0.9 0.3 1.2 -0.090
H -0.92109 -1.31640 -1.68382 -2.7 0.9 2.9 -0.224
H 0.16148 -2.59277 -2.18524 0.3 -0.6 0.5 -0.141
H 3.51816 0.78946 -0.10471 0.3 -0.5 0.0 0.071
H 3.38837 0.52277 1.63755 0.5 -0.5 -0.6 0.058
H 4.64221 -0.44977 0.72718 -0.1 0.8 -0.1 0.070
H 0.60851 1.70280 -2.64066 -1.5 -0.7 1.7 0.091
H -0.57564 0.59966 -1.55050 0.5 1.4 -1.2 0.033
H -1.02563 2.29783 -2.26272 -0.2 -0.4 0.3 0.052
H 2.87155 -2.07650 1.06524 0.1 0.4 0.0 0.117
H 3.03897 -1.41938 -0.61062 -0.1 -1.0 -0.4 0.100
H -0.72719 2.48396 0.05813 -0.5 0.3 0.4 0.049
H 0.69355 3.28440 -0.49464 0.2 0.3 -0.6 0.104


Record 2
12
Properties=species:S:1:pos:R:3:forces:R:3:lowdin_charge:R:1 method="wB97M-V/def2-TZVPD" orbital_gap_ev=10.29 smiles="C#CC1C=C1.O" e_homo_ev=-9.26 energy_ha=-269.16368
C 2.17528 0.83110 -0.55717 -1.1 -0.9 0.8 0.112
C 1.35903 0.14561 0.02938 0.9 0.9 -0.8 -0.117
C 0.34573 -0.61810 0.73985 0.1 -0.1 0.4 -0.284
C -1.11203 -0.29075 0.70077 0.4 -1.3 0.1 -0.067
C -0.75908 -1.37857 0.05752 -0.3 0.4 1.3 -0.032
H 2.91011 1.39916 -1.07519 0.0 0.0 0.0 0.023
H 0.66261 -0.97429 1.71643 0.4 0.0 0.0 0.122
H -1.82672 0.25321 1.27765 -0.2 0.1 0.0 0.118
H -1.09593 -2.38458 -0.02052 0.0 -0.4 -0.5 0.090
O -1.24332 1.18492 -0.87407 0.2 0.5 -1.0 -0.055
H -0.34632 1.52762 -0.73336 -0.1 0.1 -0.2 0.037
H -1.06935 0.30468 -1.26129 -0.3 0.7 -0.1 0.051


Record 3
14
Properties=species:S:1:pos:R:3:forces:R:3:lowdin_charge:R:1 method="wB97M-V/def2-TZVPD" orbital_gap_ev=11.21 smiles="C[C@H](C#N)CC=O" e_homo_ev=-10.45 energy_ha=-324.69607
C -1.29740 -1.19095 0.21096 0.0 -0.1 0.0 -0.064
C -0.47831 0.10397 0.26451 0.0 0.0 0.0 -0.360
C -1.25200 1.16666 -0.39373 -0.5 0.8 -0.6 -0.200
N -1.88441 1.94584 -0.97113 0.7 -0.8 0.6 0.155
C 0.90327 -0.05313 -0.40355 -0.1 0.1 0.0 -0.127
C 1.96750 0.81518 0.23203 -0.1 0.2 0.3 -0.242
O 1.77484 1.47246 1.22574 0.2 -0.2 -0.4 0.058
H -2.28410 -1.05019 0.66375 0.2 0.0 -0.1 0.087
H -0.77149 -1.98774 0.74591 -0.1 0.1 -0.1 0.083
H -1.43919 -1.49996 -0.83017 0.0 0.0 0.2 0.090
H -0.31430 0.41723 1.30298 -0.1 -0.1 -0.2 0.139
H 1.24092 -1.09150 -0.30902 0.0 0.0 0.0 0.124
H 0.86670 0.15534 -1.48088 0.0 0.0 0.2 0.131
H 2.96796 0.79679 -0.25743 -0.2 0.0 0.1 0.127


Record 4
45
Properties=species:S:1:pos:R:3:forces:R:3:lowdin_charge:R:1 method="wB97M-V/def2-TZVPD" orbital_gap_ev=9.06 smiles="CC(C)(C)c1ccc(OCC(=O)N[C@@H]2CCS(=O)(=O)C2)cc1" e_homo_ev=-8.58 energy_ha=-1377.39363
C 4.91224 0.41699 0.63859 -0.2 0.1 -0.1 -0.068
C 3.67741 0.90807 -0.12197 0.1 0.1 0.0 -0.562
C 4.09400 1.20807 -1.56852 0.0 0.0 0.2 -0.045
C 3.17813 2.19429 0.55160 0.1 -0.2 -0.1 -0.045
C 2.55157 -0.11392 -0.13301 0.0 0.0 0.0 -0.184
C 2.63902 -1.35027 0.49829 0.0 0.1 0.0 -0.022
C 1.59079 -2.24930 0.46502 -0.3 -0.1 -0.1 0.002
C 0.41357 -1.93764 -0.20678 0.3 0.0 0.1 -0.271
O -0.57976 -2.89289 -0.15140 0.2 0.1 0.2 -0.056
C -1.69497 -2.77663 -0.99813 -0.3 -0.1 -0.4 -0.087
C -2.82690 -1.87175 -0.49394 0.4 -0.4 0.3 -0.455
O -3.87004 -1.79937 -1.10517 -0.2 -0.1 -0.4 0.060
N -2.53869 -1.25910 0.67134 0.4 -0.1 0.3 0.126
C -3.23612 -0.21173 1.39354 -0.3 -0.2 0.4 -0.324
C -4.67189 0.04993 0.90538 -0.1 -0.4 0.2 -0.163
C -4.65504 0.85957 -0.37857 0.5 0.2 0.0 -0.194
S -3.03288 1.68349 -0.39118 0.0 0.5 0.3 0.691
O -3.17562 3.11344 -0.37853 -0.2 0.2 0.2 -0.321
O -2.18800 1.12227 -1.40846 0.1 -0.5 -0.2 -0.312
C -2.47515 1.09724 1.25154 -0.4 0.0 -0.7 -0.146
C 0.30338 -0.70792 -0.84051 -0.3 -0.2 -0.1 -0.013
C 1.36417 0.17918 -0.79536 0.1 -0.1 0.1 -0.017
H 5.68392 1.18357 0.60927 0.1 0.1 0.0 0.084
H 4.67754 0.21770 1.68172 0.0 -0.1 0.1 0.084
H 5.31748 -0.48452 0.18515 0.1 -0.1 0.0 0.085
H 3.26900 1.62434 -2.13915 -0.1 0.1 -0.1 0.077
H 4.42387 0.29577 -2.06111 0.0 -0.1 -0.1 0.090
H 4.91348 1.92360 -1.58190 0.1 0.1 0.0 0.083
H 2.87285 1.98881 1.57588 0.0 0.0 0.1 0.088
H 2.32946 2.61543 0.02007 -0.1 0.1 0.0 0.076
H 3.97150 2.93844 0.57166 0.1 0.1 0.0 0.083
H 3.53220 -1.63679 1.02853 0.1 0.0 0.1 0.102
H 1.66738 -3.20652 0.95719 0.0 -0.1 0.1 0.118
H -2.10317 -3.78801 -1.09441 0.0 0.2 0.0 0.144
H -1.41522 -2.42844 -1.99962 0.0 0.0 0.1 0.145
H -1.62436 -1.47108 1.04830 -0.1 0.0 -0.1 0.138
H -3.27573 -0.52569 2.44641 0.0 0.2 -0.2 0.153
H -5.18342 -0.89942 0.75137 0.0 0.1 0.0 0.122
H -5.18713 0.60148 1.69383 0.1 0.0 0.0 0.123
H -5.41716 1.62914 -0.41628 0.0 0.1 0.0 0.103
H -4.69455 0.22159 -1.25611 0.1 0.0 0.0 0.090
H -1.39663 0.97693 1.24080 0.1 0.1 -0.1 0.106
H -2.77792 1.84135 1.98091 -0.1 0.1 0.1 0.110
H -0.59718 -0.40650 -1.35183 -0.1 0.0 0.0 0.084
H 1.23453 1.12678 -1.29445 0.0 0.1 -0.1 0.115


Record 5
8
Properties=species:S:1:pos:R:3:forces:R:3:lowdin_charge:R:1 method="wB97M-V/def2-TZVPD" orbital_gap_ev=9.21 smiles=O[PH]#[PH]O e_homo_ev=-8.68 energy_ha=-835.56373
O -1.07804 1.27533 -0.30314 -1.1 1.2 0.0 -0.466
P 0.01213 0.73526 0.77281 1.7 0.3 -0.2 0.551
P 0.06540 -1.30368 0.05317 0.3 -0.3 0.4 0.568
O 1.16145 -1.10513 -1.17346 0.0 0.5 -0.6 -0.483
H -1.18485 0.71158 -1.06792 -0.3 -0.3 -0.1 0.009
H -0.57426 0.56065 2.05012 -0.8 -0.3 -0.2 -0.103
H 0.98778 -1.49097 1.09761 0.2 -0.5 0.4 -0.111
H 1.31696 -0.19123 -1.48080 0.0 -0.5 0.4 0.034


Record 6
7
Properties=species:S:1:pos:R:3:forces:R:3:lowdin_charge:R:1 method="wB97M-V/def2-TZVPD" orbital_gap_ev=9.05 smiles="ONC=S" e_homo_ev=-8.75 energy_ha=-568.00185
O 0.67660 0.32852 -0.90190 1.9 -1.7 0.5 -0.002
N 0.57840 0.12164 0.48320 -0.2 0.1 -1.0 -0.142
C -0.50201 -0.53979 0.84877 -1.1 -1.0 2.4 -0.700
S -0.42059 -1.35808 2.30436 -0.6 0.4 -1.0 0.559
H 0.15553 1.07824 -1.00226 -1.3 2.4 -0.7 0.060
H 1.42322 -0.07617 1.01301 0.1 0.1 -0.6 0.126
H -1.44400 -0.41111 0.24357 1.3 -0.3 0.4 0.099


Record 7
120
Properties=species:S:1:pos:R:3:forces:R:3:lowdin_charge:R:1 method="wB97M-V/def2-TZVPD" orbital_gap_ev=9.84 e_homo_ev=-10.27 energy_ha=-3057.36949
H -1.72673 -4.83770 0.12268 -0.1 0.4 -0.3 -0.015
H -2.53643 -6.04686 0.45771 0.4 0.0 -0.2 0.052
O -1.61870 -5.72673 0.44646 -0.9 -0.9 0.0 -0.056
H 4.42417 4.03774 0.41134 -0.5 -0.9 -1.3 0.024
H 4.77321 2.66019 1.25534 -0.2 -0.5 -1.1 0.024
O 4.69034 3.59978 1.20155 0.7 1.4 2.9 -0.025
H 3.30821 4.25093 2.86734 1.9 -0.2 -0.8 0.005
H 2.62978 4.57721 4.18476 0.3 0.0 0.8 0.061
O 2.48673 4.47620 3.25403 -1.3 0.4 -0.1 -0.015
H -0.01158 -1.12954 2.38064 0.2 0.3 0.2 0.056
H 0.64502 0.18416 1.73752 -0.5 -1.9 0.2 0.053
O 0.36294 -0.77394 1.56956 0.7 1.6 -0.3 -0.060
H 0.79489 1.79600 -5.71256 -0.2 0.5 -0.2 0.038
H 0.32669 1.32422 -4.32777 0.1 0.4 -0.2 0.000
O 1.00444 1.18941 -5.01084 0.3 -1.1 0.4 -0.053
H -0.57271 3.19375 -2.93871 -0.3 0.0 0.7 0.013
O -0.89653 3.04421 -3.81803 0.2 0.1 -1.5 -0.050
H 0.99275 -0.46495 -1.43972 -0.8 -0.2 0.5 0.002
O 0.95191 0.46731 -1.74724 3.7 -1.0 0.0 -0.096
H -5.44316 -0.79965 -2.76350 0.1 -0.9 -0.2 -0.001
H -5.49300 0.17905 -3.93888 -0.1 0.0 0.8 0.083
O -5.72233 0.07834 -2.99245 -0.1 0.6 -1.0 -0.043
H -0.34827 -3.72898 -4.69749 0.3 -1.8 -0.3 0.051
H 0.64595 -3.68993 -5.62198 1.5 0.5 -1.4 -0.004
O 0.18990 -4.40797 -5.22220 -1.7 1.4 1.8 -0.075
H -5.06054 1.89600 -0.89243 0.2 -2.7 1.7 0.112
H -5.08013 0.46077 -1.28540 0.0 0.2 0.4 -0.032
O -5.01396 0.94929 -0.44223 -0.2 2.9 -1.8 -0.116
H -2.97510 0.82308 3.91665 -0.6 0.0 0.1 0.006
H -4.50804 0.73069 4.08460 0.1 0.0 0.0 0.041
O -3.81362 1.27846 3.71088 0.5 0.3 0.0 -0.061
H 0.48888 -1.05338 -4.97621 -0.2 0.3 -0.3 0.053
O -0.12687 -1.53639 -4.40650 0.1 -0.2 -0.8 -0.032
H -3.29082 -3.89542 -1.25041 -1.4 -0.4 0.3 0.012
H -4.70473 -4.15430 -0.48964 1.7 -0.3 -1.1 0.070
O -3.93106 -4.57520 -0.95615 -0.4 -0.2 0.8 -0.086
H 4.46255 -0.30285 -3.24132 -0.1 -0.3 -0.3 0.015
H 3.52203 0.16559 -4.41544 -0.2 -0.2 -0.4 0.016
O 4.06652 0.44761 -3.68740 0.4 1.2 0.5 -0.040
H 1.78606 -2.59523 -1.14536 -0.2 0.6 1.3 0.049
H 1.30470 -1.94574 0.23644 -1.3 -0.5 1.2 -0.023
O 1.88622 -1.85180 -0.49085 1.2 -0.3 -2.5 -0.071
H 1.56886 5.37083 -1.56646 1.0 1.0 0.1 0.035
H 1.11334 4.01985 -1.73380 0.2 -1.1 0.2 -0.001
O 0.79323 4.90477 -1.81958 -0.4 1.2 -1.5 -0.050
H -1.19844 5.88330 -1.86105 0.4 -0.1 -0.4 0.010
H -2.16352 5.25960 -0.91501 -0.4 0.3 -0.4 0.025
O -2.14536 5.77771 -1.73749 -0.1 -0.4 0.6 -0.045
H 2.95595 -1.53197 -3.40025 -0.4 1.7 0.0 0.011
H 3.75068 -1.79716 -1.88480 0.3 1.6 0.5 -0.020
O 3.35473 -2.01341 -2.71325 0.0 -3.9 -0.9 -0.033
H -4.91803 2.96079 1.55386 0.5 0.1 0.0 0.038
O -4.03921 3.36080 1.66711 -0.3 0.1 -0.2 -0.071
H -1.30107 -0.32257 -3.67300 -0.9 1.3 1.1 0.042
H -1.01061 0.49049 -2.41022 1.5 0.4 1.5 -0.042
O -1.69051 0.35825 -3.03019 -1.1 -1.8 -2.5 -0.057
H 4.62325 -1.94596 2.21879 -0.1 -0.7 1.9 0.018
O 4.67592 -1.60352 3.14050 0.8 1.4 -0.3 -0.098
H 2.15792 -0.39445 6.25277 -0.3 0.9 -1.3 0.061
H 1.03083 0.26805 5.39904 0.6 -0.3 0.0 0.013
O 2.00382 0.17594 5.44962 -0.4 -0.7 1.2 -0.090
H 1.38151 -4.28170 -3.11246 -2.0 0.3 1.6 0.083
H 0.19867 -4.96240 -2.31973 0.2 0.3 -0.1 0.072
O 0.81088 -4.20907 -2.26373 0.7 -0.2 -2.3 -0.095
H -2.14106 -2.50578 -0.60782 3.0 0.9 0.4 0.064
H -1.05264 -1.39515 -0.33626 -0.2 -0.7 0.1 0.013
O -1.11255 -2.36177 -0.51177 -3.2 0.1 -0.4 -0.089
H 0.59664 4.64159 2.17931 -0.7 -1.0 -0.3 0.044
H 0.37199 4.61157 3.53131 -0.7 -0.4 0.8 0.046
O -0.05447 4.19908 2.76863 0.7 1.5 0.0 -0.084
H -4.97862 -1.77711 -0.96351 0.0 1.3 0.3 0.060
H -3.64357 -1.47546 -1.89714 0.6 2.2 -0.2 0.030
O -4.23562 -2.05961 -1.47679 -0.3 -2.5 -0.1 -0.019
H -1.30720 0.69008 6.54997 -1.2 1.0 -0.4 0.015
H -2.27286 -0.80085 6.00026 1.0 2.6 0.0 0.032
O -1.59131 -0.18878 6.39154 0.9 -3.0 0.9 -0.100
H -0.77773 -3.87062 1.55972 -1.2 0.1 -0.3 0.001
H 0.20984 -4.78638 0.76567 -0.4 -0.8 -1.0 0.012
O 0.09371 -4.19290 1.47872 2.7 1.1 1.9 -0.025
H -2.41977 -1.71864 3.67519 1.2 0.1 -0.5 0.070
H -3.55072 -1.70454 4.51218 0.2 0.8 0.4 0.101
O -2.73567 -1.16563 4.39121 -1.8 -1.8 -0.3 -0.057
H 4.25935 -1.44362 -0.16183 0.5 0.7 0.4 0.007
H 5.88102 -1.16125 -0.57830 -0.6 0.5 0.5 0.072
O 5.07527 -1.67981 -0.61893 0.0 -1.6 -0.8 -0.034
H -3.27953 3.60639 -4.66830 -1.4 -1.0 1.1 0.078
H -3.18305 4.16358 -3.39227 -0.5 -0.2 1.1 0.018
O -3.69831 3.41952 -3.76540 1.7 1.4 -2.1 -0.097
H 0.44024 -4.20135 5.11568 -0.8 0.8 0.7 0.058
O -0.31825 -3.58422 5.10944 0.2 -0.4 -1.8 -0.062
H -1.35166 0.46508 1.09647 -0.8 0.0 0.0 -0.010
H -2.89086 0.93423 1.05026 1.1 -0.8 -0.8 0.036
O -2.18141 0.40776 0.58076 -0.5 0.7 0.7 -0.086
H -3.89838 3.34774 2.61987 0.0 -0.2 0.0 0.013
H -1.74012 2.57190 -3.82685 0.2 -0.1 0.9 0.012
H 4.32796 -2.15277 3.86347 0.0 -0.2 -1.5 0.048
H 2.00469 0.42367 -1.75624 -2.8 1.1 -0.5 0.082
H 0.22479 -1.33135 -3.54873 0.4 -0.2 1.1 0.022
H -0.61449 -3.23294 5.93680 0.5 -0.2 0.9 0.011
O 3.51440 0.47086 -0.15735 0.6 0.0 0.1 -0.039
H 2.84820 0.83302 0.41546 -1.3 0.2 0.5 0.016
H 4.21200 0.38049 0.49272 0.7 -0.1 -0.1 0.060
O -0.75352 1.41489 3.03193 2.7 2.7 1.4 -0.103
H -0.11257 2.24755 3.28882 -2.0 -3.0 -1.2 0.118
H -1.55006 1.91328 2.90965 -1.0 0.4 -0.3 -0.004
O 1.53087 2.07926 1.59775 0.5 -2.2 -0.3 -0.055
H 0.78333 2.35876 1.05416 0.1 1.2 0.4 0.035
H 2.15030 2.72760 1.93422 -0.6 0.8 -0.1 0.036
O 3.08007 -3.19079 2.04048 -0.5 -1.8 -0.1 -0.064
H 2.29150 -3.72228 1.79894 0.4 0.6 0.0 0.040
H 2.83788 -2.28070 1.96901 -0.8 0.8 0.0 -0.004
O 3.13317 -4.86953 -1.34327 -0.6 -1.0 -0.5 -0.062
H 3.72101 -4.17712 -1.60393 0.8 0.7 -0.2 -0.005
H 2.50143 -4.92939 -2.09787 0.9 -0.1 1.5 0.008
O 2.82372 3.06516 -0.69143 0.1 -0.3 -1.2 -0.052
H 2.22373 2.62089 -0.09618 -0.6 0.3 0.7 -0.023
H 3.16387 2.25721 -1.11572 0.5 0.6 -0.3 0.045
O -0.15702 3.86660 0.02608 -2.9 -1.1 1.0 -0.075
H -1.06682 3.46657 -0.08649 1.4 -0.1 0.1 0.100
H -0.45355 4.71434 0.39925 0.6 -0.1 -0.1 0.058


Record 8
11
Properties=species:S:1:pos:R:3:forces:R:3:lowdin_charge:R:1 method="wB97M-V/def2-TZVPD" orbital_gap_ev=9.89 smiles="N=C=N.ONO" e_homo_ev=-9.24 energy_ha=-355.68655
N -0.98294 -1.20558 -0.06099 -1.4 0.2 -0.9 0.090
C -1.14402 0.02146 0.08937 -0.8 0.3 0.4 -0.386
N -1.41131 1.20725 0.28187 -1.2 -0.2 1.2 0.132
H -1.21454 -1.52664 -1.00038 -0.4 -0.1 0.3 0.097
H -2.27221 1.48719 0.84555 1.4 -0.8 -1.4 0.112
O 1.42373 -1.08118 0.41523 3.2 0.2 0.3 -0.020
N 1.01436 0.18468 0.26816 0.8 2.9 3.2 -0.268
O 1.67971 0.91382 -0.72642 -0.6 -0.7 -1.0 -0.021
H 0.64524 -1.52937 0.14067 -1.8 -1.4 -0.4 -0.002
H 1.26947 0.69315 1.16974 -0.2 -0.8 -1.6 0.168
H 0.99248 0.83521 -1.42280 1.0 0.5 0.1 0.098


Taking the records one at a time from the top gives energy relative to the best compared isomer or geometry (same formula, charge and spin) values of 317.7, 479.3, 74.6, 62.3, 105.2, 259.7, 1018.3, 361.5 kJ/mol.